Entry 1:
# C4H11N3

C4H11N3 as an isolated structure (ωB97M-V/def2-TZVPD, the OMol25 dataset).

Each line ends with the Mulliken charge.
Cartesian coordinates (Å):
H  -2.3593  1.4259  0.3076  0.35
H  1.4680  -2.6690  -1.3310  0.32
H  0.6619  -1.5375  -2.4612  0.30
C  1.4450  -1.6399  -1.6899  -0.78
C  0.6474  1.1783  0.2768  -0.62
N  -0.6346  0.6533  2.3191  -0.51
H  -1.4016  1.2349  2.6284  0.25
C  -0.4838  0.5479  0.9199  0.60
H  -1.7266  0.2452  -0.8417  0.34
H  0.2152  0.8932  2.8106  0.23
H  0.1769  0.5739  -1.6040  0.29
H  -2.4382  -0.3023  0.6823  0.36
H  2.4080  -1.4335  -2.1701  0.25
N  1.2405  -0.7768  -0.5474  -0.36
C  -1.8290  0.4738  0.2189  -1.29
H  0.1444  -0.6623  0.4946  0.28
N  0.9313  0.5230  -0.9129  -0.28
H  1.5346  1.2720  0.8999  0.28

Cartesian forces, eV/Å:
0.09 -0.02 0.02
-0.05 0.05 -0.03
0.02 -0.03 0.08
-0.09 0.01 -0.06
0.06 -1.14 0.21
0.08 -0.06 -0.12
-0.01 -0.08 -0.07
-0.21 1.26 -0.02
-0.01 0.00 0.02
-0.01 -0.02 -0.07
0.06 -0.12 0.15
0.01 0.00 -0.04
-0.06 0.03 0.09
-0.48 0.37 0.84
0.13 -0.27 0.05
0.74 -0.41 -0.76
-0.27 0.37 -0.36
0.00 0.06 0.06

The calculation puts the energy above the lowest of the compared OMol25 structures with the same formula, charge and spin at 536.44 kJ/mol. For the gap between HOMO and LUMO, the calculation gives 0.28779 Ha. As for the highest occupied orbital energy: -7.6 eV.

Entry 2:
# C5H8N2

An isolated ion of composition C5H8N2 and charge -1 (ωB97M-V/def2-TZVPD, the OMol25 dataset).

Each line ends with the Mulliken spin population.
Cartesian coordinates (Å):
H  -1.6297  2.8706  0.2497  -1.02
H  1.8945  -0.8032  -0.8123  -0.11
C  -0.3589  1.6440  1.5116  1.69
H  0.7466  -2.3755  0.8800  -0.04
N  0.1354  0.4039  1.3190  -0.13
H  -0.2058  2.3544  2.3037  -0.63
C  -0.6034  1.2241  -0.6299  2.26
N  -0.9877  2.0889  0.3872  -0.44
C  0.3595  -2.1570  -0.1210  0.06
H  0.5984  -2.9656  -0.8221  -0.05
C  0.2514  0.3380  -0.0405  -0.37
C  0.8007  -0.8523  -0.7674  0.20
H  -0.7253  1.3659  -1.6960  -0.57
H  -0.7294  -2.1610  0.0339  0.01
H  0.4536  -0.9752  -1.7959  0.13

Cartesian forces, eV/Å:
0.17 0.40 0.22
0.00 -0.07 0.03
-1.20 -1.06 -1.00
0.36 0.21 -0.29
2.33 2.59 0.74
-0.64 -0.51 0.75
0.76 1.15 0.22
1.21 -0.87 -0.87
-0.45 -0.61 0.27
0.03 -0.19 0.36
-2.46 -1.70 -1.14
0.33 -0.53 0.69
-0.51 0.22 0.34
0.17 0.10 -0.30
-0.10 0.87 -0.04

The calculation puts the energy above the lowest of the compared OMol25 structures with the same formula, charge and spin at 97.05 kJ/mol. Its expectation value of S² is 0.75. As for the spin multiplicity: 2. For the gap between HOMO and LUMO (alpha / beta), the calculation gives 0.10258 / 0.30772 Ha. As for the highest occupied orbital energy (alpha / beta): 1.2 / -4.5 eV. The charge is -1.

Entry 3:
# C21H22ClN3O

C21H22ClN3O as an isolated structure (ωB97M-V/def2-TZVPD, the OMol25 dataset).

Each line ends with the Mulliken charge.
Cartesian coordinates (Å):
C  2.8767  0.2906  -1.6311  -1.23
H  -1.6103  -1.6092  1.4616  0.93
C  -1.0307  1.8412  0.7861  -0.84
H  -7.0462  -1.1584  0.2771  0.59
H  -3.2607  1.9003  1.0361  0.19
H  0.5592  -0.4964  1.7224  0.54
C  4.3633  1.2165  0.3957  0.06
C  5.2498  1.3794  1.1896  -0.81
H  -3.2379  1.1455  -1.4410  0.60
C  -3.9682  -0.7078  1.1507  -0.44
H  5.3950  1.9770  1.8716  0.87
H  2.2093  -1.6255  0.1336  0.47
C  -5.2766  -0.7341  1.0996  -0.55
N  1.8511  0.3108  -0.9002  0.29
C  0.9612  1.2086  -0.6945  -0.05
C  -1.8710  -1.1514  -0.5368  0.72
C  -6.0586  -1.1281  0.2593  -0.63
C  6.2777  0.2730  1.0185  -0.31
H  -2.3948  3.1518  0.2383  0.63
H  -0.2664  2.5309  1.1739  0.49
H  3.0916  -0.5814  -2.3515  0.29
N  -4.2713  -1.5171  -1.2438  -0.51
H  -1.8338  -1.7551  -1.5522  0.28
C  0.1087  -0.7567  0.7332  0.06
H  5.0814  -1.5584  -1.5821  0.45
C  -2.3103  2.2281  0.3523  -0.93
H  -1.7832  1.9539  -1.7411  0.43
O  0.9848  2.3550  -1.0038  -0.69
H  -0.7134  -2.6383  0.2980  0.44
C  -3.4404  -0.9311  -0.1675  0.20
H  -3.2126  -0.4613  1.8525  0.47
C  5.0674  -0.7137  -0.9979  -0.80
H  0.9871  -1.8771  -1.0403  0.28
C  -0.3367  0.7973  0.0609  1.29
H  2.9320  1.2206  -2.0899  0.52
C  4.1574  0.5121  -0.6953  0.45
N  -1.4294  0.2164  -0.9628  -0.26
C  -2.3839  1.4479  -0.8906  -0.97
C  1.3835  -1.0633  -0.2800  -1.07
H  -1.2404  1.0373  1.9950  0.15
C  -1.1057  -1.7644  0.7776  -2.00
Cl  7.1682  -1.9754  -0.1613  -0.22
H  -5.7290  -0.4224  2.2390  0.07
H  3.4198  2.1638  0.5429  -0.06
H  7.0949  0.0494  1.6937  0.26
C  6.1217  -0.7299  0.3045  0.27
H  -6.0815  -2.0139  -1.6438  0.62
C  -5.4488  -1.8368  -1.0560  -0.55

Cartesian forces, eV/Å:
8.93 1.25 -3.10
-8.42 1.25 12.12
3.70 -2.98 8.31
-4.27 0.04 0.65
2.42 0.74 -1.15
-0.45 -0.47 -0.50
-12.70 6.74 -4.03
10.01 -8.36 -0.06
-1.52 0.06 0.28
6.63 -0.59 -6.40
1.02 6.20 6.73
0.44 0.56 0.65
-0.69 4.38 13.05
-7.32 -7.56 5.66
-4.69 1.30 1.75
-3.25 1.33 -0.53
-1.65 -6.09 -10.39
0.70 5.28 6.14
-0.83 8.04 -1.38
-0.83 0.40 -0.26
-0.69 1.35 1.17
5.71 0.98 0.28
-0.07 0.61 2.55
2.17 2.97 -0.38
-0.47 -1.40 -1.69
-4.61 -7.69 1.56
-1.18 0.31 1.42
1.14 3.28 -1.51
-0.35 -1.36 1.30
0.08 -3.93 -0.23
-0.29 0.37 1.21
-0.13 7.65 8.95
0.63 2.16 0.54
0.44 -7.00 -2.49
-0.38 1.63 -2.18
2.10 -11.06 -6.83
1.68 1.94 2.71
2.77 -1.35 -5.33
-2.68 -0.52 -0.63
0.53 2.47 -2.87
10.10 1.80 -16.14
1.84 -1.36 1.10
0.60 -0.45 -3.07
2.32 -2.79 -0.58
0.34 1.16 0.59
-4.45 -4.69 -11.16
-8.61 -3.79 -9.27
4.21 7.21 13.46

The calculation puts the energy above the lowest of the compared OMol25 structures with the same formula, charge and spin at 1998.80 kJ/mol. For the gap between HOMO and LUMO, the calculation gives 0.31319 Ha. As for the highest occupied orbital energy: -8.3 eV.

Entry 4:
# C12H33BrFeN3O3

C12H33BrFeN3O3 as an isolated structure (ωB97M-V/def2-TZVPD, the OMol25 dataset).

Each line ends with the Mulliken spin population.
Cartesian coordinates (Å):
C  -3.0563  1.0316  4.3011  0.00
H  -0.9491  0.3702  3.9863  0.00
H  -1.7926  -1.2318  5.8030  0.00
O  1.6154  -1.1454  -0.4799  -0.02
H  -2.5272  2.1712  -3.6851  -0.02
H  2.9826  1.9799  0.6437  0.00
C  1.1514  -2.4216  -0.7548  -0.02
H  -2.9085  1.9222  -5.9740  0.00
H  -4.0194  0.5215  4.2795  0.00
H  2.5419  -1.5581  1.3044  0.00
N  -1.9831  -0.3154  2.5363  0.01
C  -1.9681  -0.0154  3.9529  0.01
H  -2.9790  0.8533  -3.1976  -0.01
H  2.3083  1.2249  1.8395  0.00
H  -1.3174  -0.1786  -4.5233  0.01
H  3.4716  -2.0010  -0.1176  0.00
C  -0.7992  -3.5220  4.8607  0.00
C  1.9301  1.8821  -4.3419  -0.02
C  -2.7813  0.9054  -5.6024  0.08
Br  -1.1210  5.4228  -0.2534  1.04
H  -1.5639  -1.2254  2.6640  0.00
C  3.5031  0.1333  0.5050  0.04
Fe  -0.5173  1.6471  -0.5987  6.10
C  2.8011  -1.2459  0.2927  0.00
H  -0.3254  -3.2301  5.7980  0.00
H  0.7604  -2.9683  0.1033  0.01
C  4.6790  0.0836  1.5153  -0.01
H  -0.6818  2.6608  -5.1133  -0.01
H  -3.1390  1.9609  3.7374  0.00
H  -2.9627  1.2693  5.3608  0.00
H  3.9295  0.2767  -0.4878  0.01
N  -2.0972  1.3053  -3.3931  0.59
H  5.0718  1.0843  1.6950  0.00
H  1.8385  -3.0868  -1.2778  0.00
H  -3.6285  0.4989  -5.0501  0.00
H  2.4250  0.9131  -4.4065  0.00
H  4.3888  -0.2433  2.5138  0.00
H  0.1927  -2.4500  -1.2727  0.00
H  -2.5913  0.2056  -6.4162  0.01
N  2.4594  1.1397  0.8445  0.05
H  -0.2727  -4.2469  4.2400  0.00
C  -0.3529  1.6265  -5.0124  0.02
H  -2.9109  -0.7131  2.5026  0.00
C  -1.5712  0.8750  -4.6400  0.03
H  5.5713  -0.4675  1.2185  0.00
H  -3.0250  -1.8691  4.6582  0.00
O  0.5771  1.6657  -3.8918  0.08
H  0.0525  1.3949  -5.9973  0.00
C  -2.0559  -1.3797  4.7556  0.00
O  -1.1280  -2.3216  4.2258  0.00
H  -1.7086  -3.9633  5.2684  0.00
H  2.1180  2.2563  -5.3482  0.00
H  2.3650  2.5178  -3.5706  0.03

Cartesian forces, eV/Å:
0.22 -1.32 1.37
0.07 0.30 1.38
-0.32 0.22 0.29
0.63 0.36 -0.22
0.54 1.84 1.00
-0.49 0.78 -0.16
-1.67 -1.46 -0.02
-0.44 -0.09 -0.01
-0.23 -0.01 -0.39
-0.29 -0.50 0.21
-1.18 -1.39 0.07
0.61 0.67 0.23
0.23 -1.35 1.22
-0.03 -0.56 0.39
0.17 -0.19 0.04
0.21 0.11 -0.19
-1.48 0.75 2.07
0.31 -0.70 0.71
0.66 -0.07 -0.18
-0.06 -0.02 0.01
1.38 -0.52 -1.42
-0.41 -1.86 -0.23
0.33 -0.38 -0.26
0.15 0.85 1.55
1.03 -0.47 -0.01
0.79 0.00 0.96
-0.22 0.40 0.12
-0.07 0.50 -0.26
0.53 -0.33 -0.27
0.14 0.36 0.08
-0.15 1.09 -0.05
-1.57 1.46 -0.68
-0.18 0.31 -0.25
0.34 0.24 -0.10
-0.30 0.32 -0.33
0.16 -0.15 0.57
-0.27 -0.34 -0.07
0.22 0.92 -0.86
0.07 0.18 -0.13
1.14 0.25 -0.96
0.10 0.58 -0.06
0.32 2.23 0.78
-1.15 0.31 -1.27
0.89 -3.28 -0.01
-0.33 -0.40 -0.31
-0.56 0.43 0.19
-0.49 -0.60 -2.25
0.29 -0.66 0.30
0.57 -0.01 0.50
0.76 1.11 -2.42
-0.38 -0.60 -0.40
-0.86 0.74 0.04
0.30 -0.10 -0.30

The calculation puts the energy above the lowest of the compared OMol25 structures with the same formula, charge and spin at 387.09 kJ/mol. Its expectation value of S² is 20.02. As for the spin multiplicity: 9. For the gap between HOMO and LUMO (alpha / beta), the calculation gives 0.17336 / 0.11737 Ha. As for the highest occupied orbital energy (alpha / beta): -6.9 / -11.6 eV. The charge is +1.

Entry 5:
# C4H13N2OP

C4H13N2OP in the gas phase (ωB97M-V/def2-TZVPD, the OMol25 dataset).

Each line ends with the Mulliken charge.
Cartesian coordinates (Å):
H  2.0231  -0.3776  -0.1730  0.29
H  2.0746  -1.5098  1.9354  0.35
H  -1.1937  0.7732  -2.5515  -0.01
H  0.5021  0.5982  1.8835  0.38
C  0.4699  -1.3949  -1.1394  -1.59
H  -0.6764  -0.5522  1.4989  0.44
O  -2.5062  0.2427  -0.4858  -0.69
C  1.0946  -1.4045  2.2706  -1.18
H  0.7846  -1.1538  -2.1070  0.40
P  -1.1529  1.1363  -1.2830  0.56
C  0.3068  -0.3637  1.3550  -0.68
N  -1.4325  2.7643  -1.1622  -0.59
H  0.5522  -2.4153  2.1597  0.26
H  -2.1361  2.7938  -0.4744  0.28
N  0.4104  0.9807  -0.7241  -0.44
C  0.9115  -0.3177  -0.1560  0.43
H  -0.6679  -1.3368  -1.0950  0.36
H  0.7201  -2.3682  -0.9406  0.44
H  -1.7894  3.1238  -1.9934  0.29
H  0.5235  1.8289  -0.1427  0.36
H  1.1818  -1.0474  3.3251  0.34

Cartesian forces, eV/Å:
-0.64 0.78 0.51
1.78 -0.32 -0.70
0.20 -0.34 -2.09
-0.05 -0.19 -0.94
-3.47 2.20 1.34
-3.28 -0.52 -0.60
5.90 3.73 -3.12
-2.83 -0.34 -0.17
0.58 0.45 -1.53
-5.42 -4.22 5.23
5.58 -0.18 0.47
1.54 -0.76 0.46
1.03 1.40 0.63
-1.20 0.48 1.16
-0.11 0.47 0.09
-1.00 0.50 1.35
1.12 -0.43 -0.38
0.91 -2.28 0.91
-0.63 0.98 -1.67
0.49 -0.88 -0.21
-0.52 -0.54 -0.74

The calculation puts the energy above the lowest of the compared OMol25 structures with the same formula, charge and spin at 197.20 kJ/mol. For the gap between HOMO and LUMO, the calculation gives 0.36374 Ha. As for the highest occupied orbital energy: -8.9 eV.

Entry 6:
# C19H23N2

An isolated ion of composition C19H23N2 and charge +1 (ωB97M-V/def2-TZVPD, the OMol25 dataset).

Each line ends with the Mulliken charge.
Cartesian coordinates (Å):
C  -0.4438  2.5199  1.4186  -0.30
N  -0.1765  -0.2566  -1.0405  0.25
C  0.3090  1.5920  0.8363  0.32
C  -0.4489  -0.7582  1.3585  -0.01
C  -1.2486  -1.7534  -2.7016  -0.75
H  1.9816  -0.3187  -1.0040  0.12
C  -0.4218  0.3171  0.3139  -0.72
C  -1.6432  -1.9013  3.1909  -0.86
C  -0.5144  -2.6452  3.4831  -0.39
C  1.1506  -0.9805  -1.2159  -0.25
C  2.2427  3.1846  1.0988  -1.06
H  -1.1994  -2.8513  -2.7066  0.33
C  -1.3991  -1.1751  -1.3223  -0.23
H  -1.3854  0.7812  0.2781  0.70
C  1.3453  3.9834  1.7978  -0.35
H  1.6334  -2.7687  3.1684  0.36
H  1.0851  -1.8669  -0.5934  0.63
H  1.3817  -2.5524  -2.7168  0.33
C  -0.0421  3.6041  1.9794  -0.73
H  1.9642  -0.9992  -3.4051  0.31
H  2.3128  1.3137  0.0407  0.12
C  0.6830  -2.3390  2.8204  -0.74
H  -2.4775  -2.2073  3.8573  0.34
C  1.2119  -1.4694  -2.7116  -0.75
H  1.7647  4.9495  2.0875  0.35
C  1.6394  1.9654  0.6077  0.49
C  -0.2738  0.3781  -3.4040  -1.02
H  -0.4762  -3.2551  4.4275  0.32
H  -2.1871  -1.4224  -3.2188  0.28
C  0.7022  -1.4333  1.8226  -0.10
H  0.6226  1.5084  -1.9807  0.34
H  -0.6999  4.1595  2.6865  0.38
C  -0.2773  0.8542  -2.0353  -0.14
H  0.4926  0.7983  -4.0275  0.36
H  3.2683  3.4077  0.8362  0.47
C  -1.5833  -1.0419  2.0970  0.20
H  -2.3736  -0.6230  -1.2899  0.39
H  -1.5229  -2.1165  -0.7084  0.31
H  1.6224  -1.1424  1.4683  0.63
H  -1.1446  1.4415  -1.8034  0.52
H  -2.5941  -0.5639  1.8290  0.23
N  -0.1090  -1.1179  -3.3332  -0.16
H  -1.2376  0.5702  -3.8681  0.30
H  -1.5332  2.2308  1.5826  0.19

Cartesian forces, eV/Å:
-6.23 -3.33 0.58
-0.78 0.16 0.04
3.72 -1.63 -3.30
0.37 -1.07 1.65
-0.55 1.15 -1.34
-0.20 0.04 0.49
0.54 0.83 1.87
0.51 -1.82 0.49
0.97 0.37 1.54
-0.49 -0.69 -1.34
-3.05 -1.91 -0.58
0.28 0.44 -0.14
-0.77 -1.56 0.74
-1.03 -0.54 -0.45
0.11 0.64 -0.08
-0.54 0.09 -0.24
0.32 0.28 0.32
-0.21 0.27 -0.20
3.58 5.24 2.72
-0.43 -0.29 1.24
-0.27 0.10 0.26
0.09 -1.39 1.40
0.00 1.11 -1.10
-1.34 0.92 -0.77
-0.63 -0.19 0.50
1.46 -0.20 0.09
-1.02 -3.37 -1.53
-0.15 0.36 -1.35
0.93 -0.72 -0.22
-1.44 1.11 -0.71
-0.66 -0.38 0.99
0.63 -0.12 -1.05
1.76 2.18 1.30
0.40 0.11 -0.18
-0.14 0.21 0.28
-3.41 1.20 -0.53
1.33 0.14 0.56
0.70 1.78 0.54
2.07 0.55 -0.97
-0.39 0.28 0.38
1.69 -0.42 0.23
1.10 -0.32 -1.66
-0.02 -0.08 -0.32
1.20 0.47 -0.18

The calculation puts the energy above the lowest of the compared OMol25 structures with the same formula, charge and spin at 306.24 kJ/mol. For the gap between HOMO and LUMO, the calculation gives 0.35811 Ha. As for the highest occupied orbital energy: -12.1 eV. The charge is +1.